Entry 1:
{"formula": "C19H54O7P", "method": "ωB97M-V/def2-TZVPD", "total_charge": 1, "relative_energy_ev": 0.920, "homo_ev": -11.663, "energy_ev": -44190.1657, "e_lumo_ev": -3.88, "elements": ["C", "C", "C", "C", "C", "C", "C", "O", "P", "H", "H", "H", "H", "H", "H", "H", "H", "H", "H", "H", "H", "H", "H", "H", "H", "H", "H", "C", "C", "O", "H", "H", "H", "H", "H", "H", "C", "C", "O", "H", "H", "H", "H", "H", "H", "C", "C", "O", "H", "H", "H", "H", "H", "H", "C", "C", "O", "H", "H", "H", "H", "H", "H", "C", "C", "O", "H", "H", "H", "H", "H", "H", "C", "C", "O", "H", "H", "H", "H", "H", "H"], "xyz": [[2.6833, -3.8283, 0.1705], [2.4267, -3.0150, -1.1855], [3.7519, -3.2402, -2.0498], [2.2752, -1.5082, -0.7551], [2.0940, -0.5023, -1.9592], [0.5722, -0.3528, -2.3815], [2.7041, 0.8819, -1.4536], [2.2893, 2.0004, -2.3101], [3.0654, 3.3579, -1.7066], [2.8014, -4.9238, -0.0622], [3.6659, -3.4233, 0.5630], [1.8895, -3.6283, 0.9434], [1.5166, -3.4449, -1.6812], [4.5429, -2.6145, -1.5397], [4.0880, -4.3141, -1.9869], [3.6188, -2.9739, -3.1282], [3.2088, -1.1955, -0.1962], [1.4248, -1.4537, -0.0126], [2.6716, -0.7835, -2.8755], [0.2802, -1.3182, -2.8876], [-0.1090, -0.2518, -1.4977], [0.4229, 0.4749, -3.1325], [2.3496, 1.0695, -0.3951], [3.8319, 0.8032, -1.5119], [2.7491, 4.4958, -2.5223], [2.5448, 3.6856, -0.4085], [4.4749, 3.1430, -1.6007], [-1.3121, -5.9571, 0.9196], [-0.4388, -5.6827, 2.1283], [0.1979, -4.4120, 2.0006], [-0.7160, -5.9390, 0.0041], [-1.8002, -6.9305, 1.0026], [-2.0814, -5.1866, 0.8159], [0.3408, -6.4409, 2.2163], [-1.0317, -5.6886, 3.0463], [-0.4953, -3.7467, 1.9324], [4.9048, 7.2297, 1.5662], [4.2510, 6.2749, 0.5877], [4.0269, 6.9172, -0.6665], [4.2773, 8.1100, 1.7181], [5.0739, 6.7466, 2.5304], [5.8632, 7.5836, 1.1784], [3.2833, 5.9405, 0.9695], [4.8829, 5.3926, 0.4216], [4.8833, 7.2037, -1.0047], [1.9116, 9.3500, -0.4805], [2.0594, 10.3709, 0.6318], [3.3725, 10.9225, 0.6293], [2.6456, 8.5489, -0.3614], [0.9088, 8.9151, -0.4813], [2.0950, 9.8103, -1.4556], [1.8969, 9.9030, 1.6041], [1.3350, 11.1831, 0.5154], [3.5099, 11.3436, -0.2254], [-2.9257, -2.1390, -2.5849], [-2.9712, -1.0480, -3.6350], [-2.3604, -1.5009, -4.8404], [-1.8920, -2.4336, -2.3843], [-3.3841, -1.8037, -1.6544], [-3.4504, -3.0325, -2.9316], [-2.4275, -0.1649, -3.2937], [-4.0030, -0.7552, -3.8505], [-2.8490, -2.2738, -5.1414], [-7.4998, -1.8960, 0.0372], [-6.1697, -1.2819, -0.3536], [-5.8531, -1.5954, -1.7073], [-7.4713, -2.9804, -0.0868], [-7.7467, -1.6665, 1.0758], [-8.3018, -1.5217, -0.6046], [-5.3687, -1.6742, 0.2752], [-6.1960, -0.1931, -0.2406], [-6.5570, -1.2398, -2.2600], [-3.8201, -5.9755, 6.3430], [-3.8530, -4.8892, 5.2857], [-3.2379, -5.3443, 4.0827], [-2.7910, -6.2741, 6.5524], [-4.2831, -5.6328, 7.2705], [-4.3481, -6.8682, 5.9967], [-3.3073, -4.0084, 5.6262], [-4.8835, -4.5929, 5.0646], [-3.7277, -6.1161, 3.7796]], "forces_ev_per_angstrom": [[0.2, 0.9, -0.6], [1.3, -0.7, 1.1], [-0.7, 0.1, 0.6], [0.1, -0.3, -0.6], [-0.8, 1.1, 0.4], [0.5, -0.6, -0.3], [0.0, -1.9, 0.4], [1.9, 3.0, 1.3], [-1.9, -1.4, -0.9], [-0.2, 1.1, 0.5], [-0.9, -0.7, -0.2], [0.9, -0.5, -0.9], [0.7, 0.7, 0.3], [-0.6, -0.6, -0.8], [-0.4, 1.1, -0.1], [0.3, -0.1, 0.9], [-0.8, -0.6, -0.4], [0.7, 0.3, -0.9], [-0.3, 0.0, 0.9], [0.2, 1.0, 0.4], [0.7, 0.2, -0.7], [0.1, -0.8, 0.9], [0.4, -0.1, -1.0], [-1.1, 0.1, 0.3], [0.3, -0.8, 0.3], [0.5, -0.3, -0.7], [-0.7, 0.2, -0.1], [0.0, 0.0, -0.1], [-0.3, 0.1, 0.0], [0.1, 0.1, 0.1], [0.0, -0.1, 0.1], [0.0, 0.0, 0.0], [-0.1, -0.1, 0.1], [0.1, 0.2, 0.0], [0.0, -0.1, 0.0], [0.0, -0.1, 0.1], [0.0, 0.0, 0.1], [0.4, 0.3, 0.0], [-0.1, -0.6, -0.3], [0.0, -0.1, 0.0], [0.0, 0.0, 0.0], [0.0, -0.1, 0.0], [0.0, 0.1, -0.1], [0.0, -0.1, 0.2], [-0.1, 0.1, 0.0], [0.0, -0.2, 0.1], [0.0, 0.2, -0.4], [0.1, -0.1, 0.2], [-0.2, 0.2, 0.0], [0.0, 0.0, -0.1], [-0.1, 0.0, 0.0], [0.1, 0.1, 0.0], [-0.1, -0.1, 0.1], [0.0, 0.0, 0.1], [0.2, 0.0, 0.2], [-0.2, -0.5, -0.1], [0.2, 0.3, -0.1], [0.0, 0.1, 0.0], [0.0, -0.1, -0.1], [-0.1, 0.1, 0.1], [0.1, 0.0, -0.2], [0.0, 0.1, 0.2], [0.0, 0.0, 0.0], [0.0, -0.1, 0.1], [-0.4, 0.1, -0.2], [0.2, 0.0, 0.0], [0.1, 0.1, 0.1], [0.0, 0.0, 0.0], [0.0, 0.1, 0.1], [0.1, 0.0, -0.2], [0.0, 0.0, 0.2], [0.0, 0.0, 0.0], [0.1, 0.0, 0.1], [-0.2, -0.4, 0.0], [0.1, 0.2, -0.1], [0.0, 0.1, 0.0], [0.0, -0.1, 0.0], [-0.1, 0.1, 0.0], [0.0, 0.0, -0.2], [0.0, 0.1, 0.1], [0.0, 0.0, 0.0]]}



Entry 2:
{"formula": "C12H18N2O3PdSSi", "method": "ωB97M-V/def2-TZVPD", "total_charge": -2, "homo_ev": -0.797, "energy_ev": -44054.0375, "e_lumo_ev": 4.79, "elements": ["Pd", "C", "Si", "C", "C", "C", "C", "C", "C", "N", "C", "S", "H", "H", "H", "H", "H", "H", "H", "H", "H", "H", "H", "H", "N", "C", "C", "C", "O", "O", "H", "H", "H", "H", "H", "H", "O", "C"], "xyz": [[-2.8371, -0.9928, 1.5496], [2.0112, 2.3211, -2.0595], [2.4417, 2.0049, -0.2673], [4.2485, 1.4367, -0.3424], [2.4466, 3.6485, 0.6409], [1.4886, 0.7364, 0.7231], [2.1743, 0.0097, 1.6828], [1.5328, -0.9838, 2.4195], [0.1989, -1.2042, 2.1317], [-0.5127, -0.4892, 1.2658], [0.0889, 0.4970, 0.5656], [-0.8364, 1.5058, -0.4962], [2.8266, 2.9073, -2.4994], [1.0665, 2.8495, -2.1436], [1.9047, 1.3873, -2.6144], [4.8421, 2.1749, -0.8889], [4.3266, 0.4815, -0.8671], [4.7054, 1.3098, 0.6406], [3.0945, 4.3752, 0.1409], [2.7992, 3.5218, 1.6669], [1.4341, 4.0536, 0.6792], [3.2307, 0.1889, 1.8567], [2.0440, -1.5793, 3.1635], [-0.3575, -1.9943, 2.6265], [-3.5059, -0.6753, -0.9240], [-3.6526, -1.7233, -1.9212], [-2.5682, -2.7929, -1.8371], [-2.6616, -3.7635, -0.6389], [-2.8332, -4.9734, -0.9235], [-2.5296, -3.2670, 0.5041], [-4.1669, 0.0799, -1.0437], [-2.5833, -0.2430, -0.9816], [-3.6366, -1.3106, -2.9463], [-4.6297, -2.2043, -1.7920], [-1.5899, -2.2976, -1.8215], [-2.6234, -3.3985, -2.7458], [-3.7835, -0.8295, 4.3238], [-3.5978, -0.7671, 3.1732]], "forces_ev_per_angstrom": [[-0.4, 0.0, -0.1], [0.0, -0.1, -0.1], [-0.2, 0.0, 0.1], [0.1, 0.0, 0.1], [0.0, 0.1, 0.0], [0.2, 0.0, 0.0], [0.0, -0.2, 0.0], [-0.1, 0.1, -0.1], [-0.1, -0.2, 0.1], [0.0, 0.0, -0.3], [0.0, 0.3, -0.1], [0.1, -0.1, 0.1], [0.0, 0.0, -0.1], [0.0, 0.1, 0.0], [0.0, 0.0, 0.0], [0.0, 0.0, 0.0], [0.0, 0.0, 0.0], [0.0, 0.0, 0.0], [0.0, 0.0, 0.0], [0.0, 0.0, 0.0], [0.0, 0.0, 0.0], [0.0, 0.0, 0.0], [0.0, 0.0, 0.0], [0.0, 0.0, 0.0], [0.5, 0.0, 0.3], [-0.2, 0.0, -0.1], [0.1, 0.0, -0.1], [0.1, -0.1, 0.1], [-0.1, 0.0, -0.1], [0.0, 0.1, 0.1], [-0.1, -0.1, 0.0], [0.0, 0.1, -0.1], [0.0, 0.0, 0.0], [0.0, 0.0, 0.0], [0.0, 0.0, 0.1], [0.0, 0.0, 0.0], [-0.2, 0.1, -0.1], [0.3, -0.2, 0.3]]}